The following is a DFT calculation (ωB97M-V/def2-TZVPD) of a molecular structure, C49H50AsBrCl2InN5O3.

Each line ends with the Mulliken charge.
Element x y z (Å)
In1 0.19 -1.14 0.92  1.52
Cl1 2.38 -4.82 3.45  -0.21
C1 2.24 -4.91 1.72  0.86
C2 2.75 -6.04 1.05  -0.49
C3 2.62 -6.16 -0.30  0.63
Cl2 3.25 -7.58 -1.09  -0.28
C4 1.96 -5.16 -1.05  0.48
C5 1.73 -5.21 -2.44  -1.11
C6 1.05 -4.19 -3.05  -1.52
C7 0.63 -3.09 -2.28  -0.35
N1 0.84 -3.00 -0.99  0.79
C8 1.48 -4.02 -0.37  -0.41
C9 1.61 -3.88 1.05  -0.73
O1 1.11 -2.84 1.66  -0.60
H1 3.25 -6.81 1.63  0.49
H2 2.07 -6.07 -3.00  0.45
H3 0.83 -4.21 -4.11  0.55
H4 0.10 -2.26 -2.74  0.56
Br1 -1.37 -4.27 6.79  -0.23
C10 -0.21 -2.78 6.55  -0.28
C11 0.31 -2.12 7.65  -0.38
C12 1.12 -1.02 7.44  -0.82
C13 1.42 -0.59 6.15  -0.36
C14 0.90 -1.26 5.06  -0.39
C15 0.07 -2.37 5.26  0.35
C16 1.12 -0.84 3.63  0.68
O2 2.24 -0.72 3.16  -0.62
O3 -0.01 -0.67 2.98  -0.44
H5 0.08 -2.46 8.65  0.43
H6 1.53 -0.49 8.29  0.39
H7 2.07 0.27 6.00  0.52
H8 -0.33 -2.89 4.40  0.41
C17 -1.57 -4.41 1.94  -1.06
C18 -2.17 -3.08 2.26  0.13
N2 -1.99 -1.94 1.61  0.34
C19 -2.78 -0.99 2.24  -0.22
C20 -3.43 -1.56 3.28  -0.98
N3 -3.04 -2.88 3.27  0.08
H9 -0.50 -4.42 2.16  -0.02
H10 -1.71 -4.63 0.88  0.28
H11 -2.05 -5.19 2.53  0.50
H12 -2.81 0.03 1.90  0.23
H13 -4.13 -1.17 4.00  0.44
H14 -3.28 -3.57 3.97  0.26
C21 1.44 3.02 4.31  -1.90
C22 0.76 3.37 2.98  2.45
C23 -0.73 3.66 3.20  -1.42
C24 1.44 4.56 2.29  -1.58
C25 0.87 2.20 2.09  -0.62
N4 0.96 1.31 1.38  -0.30
H15 1.38 3.89 4.98  0.50
H16 2.49 2.77 4.16  0.42
H17 0.95 2.17 4.79  0.33
H18 -0.83 4.49 3.91  0.50
H19 -1.25 2.79 3.61  0.27
H20 -1.21 3.95 2.27  0.18
H21 1.33 5.45 2.91  0.43
H22 0.98 4.75 1.32  0.18
H23 2.50 4.36 2.14  0.39
C26 1.45 -0.71 -7.42  -1.62
C27 1.29 -0.11 -6.05  0.64
C28 0.35 0.87 -5.79  -0.96
C29 0.16 1.41 -4.52  1.43
C30 -0.80 2.59 -4.47  -2.01
C31 0.90 0.91 -3.43  0.77
As1 0.75 1.21 -1.46  2.60
N5 -0.42 -0.13 -0.84  0.32
C32 -1.52 -0.67 -1.57  1.42
C33 -2.25 0.13 -2.46  -0.76
C34 -3.33 -0.36 -3.18  -1.06
C35 -3.75 -1.67 -3.02  -1.10
C36 -3.07 -2.47 -2.11  -1.08
C37 -1.99 -1.98 -1.39  0.31
C38 -0.18 2.95 -1.25  -0.32
C39 0.57 4.04 -1.72  0.84
C40 1.90 3.85 -2.41  -1.87
C41 0.08 5.34 -1.60  -1.31
C42 -1.14 5.60 -0.99  0.60
C43 -1.69 7.00 -0.89  -1.60
C44 -1.83 4.52 -0.44  -0.86
C45 -1.38 3.21 -0.54  0.70
C46 -2.21 2.16 0.15  -0.87
C47 1.95 0.00 -3.71  -0.39
C48 2.99 -0.40 -2.68  -1.99
C49 2.12 -0.50 -4.99  -0.75
H24 0.86 -0.18 -8.16  0.37
H25 1.13 -1.76 -7.42  0.29
H26 2.50 -0.70 -7.73  0.37
H27 -0.25 1.25 -6.61  0.33
H28 -1.72 2.36 -4.99  0.50
H29 -0.34 3.44 -4.98  0.51
H30 -1.04 2.91 -3.47  -0.03
H31 -1.97 1.16 -2.55  0.55
H32 -3.85 0.30 -3.86  0.45
H33 -4.59 -2.06 -3.59  0.39
H34 -3.39 -3.50 -1.96  0.48
H35 -1.49 -2.64 -0.70  0.09
H36 1.79 3.35 -3.37  0.19
H37 2.57 3.24 -1.81  0.40
H38 2.39 4.81 -2.58  0.52
H39 0.66 6.16 -2.00  0.32
H40 -1.11 7.69 -1.51  0.39
H41 -1.66 7.37 0.14  0.31
H42 -2.73 7.03 -1.22  0.35
H43 -2.76 4.71 0.09  0.42
H44 -2.91 2.63 0.84  0.79
H45 -1.59 1.47 0.71  -0.65
H46 -2.80 1.57 -0.56  0.55
H47 2.57 -0.98 -1.86  0.23
H48 3.47 0.47 -2.24  0.31
H49 3.76 -1.01 -3.14  0.43
H50 2.92 -1.20 -5.18  0.36

Summary:
- total charge = 0
- ΔE to the lowest compared entry with this formula, charge and spin (kcal per mole) = 11.5


The following is a DFT calculation (ωB97M-V/def2-TZVPD) of a molecular structure, C49H50BFIN8S2V in a non-equilibrium geometry.

Each line ends with the Mulliken charge.
Element x y z (Å)
V1 1.15 -1.22 0.09  -1.21
C1 3.78 -3.57 1.58  -1.27
C2 2.37 -4.03 1.41  0.49
C3 1.89 -5.29 1.79  -1.68
C4 0.55 -5.29 1.46  1.02
C5 -0.46 -6.38 1.65  -1.49
N1 0.26 -4.09 0.93  -0.34
N2 1.38 -3.31 0.90  1.35
B1 -1.09 -3.64 0.34  -1.80
N3 -0.90 -3.37 -1.16  0.06
N4 0.12 -2.59 -1.62  1.13
C6 0.09 -2.69 -2.95  0.52
C7 1.06 -2.05 -3.88  -1.24
C8 -0.96 -3.52 -3.35  -1.88
C9 -1.57 -3.93 -2.18  0.99
C10 -2.73 -4.85 -2.01  -1.31
N5 -1.60 -2.42 1.12  0.54
N6 -0.72 -1.49 1.59  0.86
C11 -1.42 -0.68 2.38  0.33
C12 -0.80 0.42 3.18  -0.48
C13 -2.77 -1.06 2.40  -1.44
C14 -2.84 -2.17 1.58  0.92
C15 -4.03 -2.97 1.18  -1.58
H1 4.46 -4.42 1.41  0.43
H2 3.94 -3.21 2.59  0.20
H3 4.04 -2.77 0.90  -0.01
H4 2.45 -6.10 2.23  0.48
H5 0.02 -7.22 2.16  0.40
H6 -0.84 -6.73 0.69  0.21
H7 -1.31 -6.05 2.24  0.28
H8 -1.88 -4.53 0.46  -0.23
H9 1.70 -1.33 -3.38  0.00
H10 0.53 -1.53 -4.68  0.41
H11 1.70 -2.81 -4.33  0.26
H12 -1.25 -3.77 -4.36  0.48
H13 -3.11 -5.13 -3.00  0.40
H14 -3.54 -4.38 -1.46  0.16
H15 -2.45 -5.76 -1.48  0.18
H16 0.20 0.66 2.82  -0.08
H17 -0.72 0.13 4.23  0.34
H18 -1.42 1.32 3.13  -0.06
H19 -3.58 -0.60 2.93  0.49
H20 -4.88 -2.69 1.81  0.44
H21 -3.86 -4.04 1.28  0.26
H22 -4.30 -2.76 0.14  0.12
S1 -1.63 -0.19 -1.26  -0.14
C16 -1.76 1.34 -0.56  0.44
N7 -2.92 2.09 -0.69  0.29
C17 -2.99 3.46 -0.22  -0.72
C18 -1.61 4.07 -0.25  -0.96
N8 -0.75 3.23 0.56  0.49
C19 0.27 3.87 1.36  -0.54
C20 -0.31 4.91 2.28  0.02
C21 0.15 6.22 2.26  -0.15
C22 -0.39 7.18 3.11  -0.67
C23 -1.41 6.84 3.99  -0.37
C24 -1.88 5.54 4.02  -0.80
C25 -1.33 4.58 3.17  0.09
C26 -0.65 1.91 0.14  -1.01
S2 0.85 1.13 0.39  -0.32
C27 -4.07 1.62 -1.43  -1.48
C28 -4.20 2.32 -2.76  0.78
C29 -3.11 2.32 -3.63  -0.11
C30 -3.19 2.96 -4.86  -0.71
C31 -4.36 3.61 -5.24  -0.39
C32 -5.45 3.61 -4.38  -0.57
C33 -5.36 2.97 -3.15  -0.35
H23 -3.38 3.51 0.81  0.23
H24 -3.67 4.02 -0.87  0.48
H25 -1.62 5.08 0.16  0.51
H26 -1.25 4.11 -1.28  0.30
H27 1.04 4.34 0.73  0.21
H28 0.77 3.09 1.93  0.41
H29 0.94 6.49 1.57  0.38
H30 -0.02 8.20 3.07  0.38
H31 -1.83 7.59 4.64  0.37
H32 -2.67 5.26 4.70  0.39
H33 -1.70 3.56 3.19  0.31
H34 -4.98 1.76 -0.84  0.43
H35 -3.92 0.55 -1.59  0.29
H36 -2.20 1.81 -3.34  0.40
H37 -2.33 2.96 -5.53  0.42
H38 -4.42 4.11 -6.19  0.37
H39 -6.37 4.11 -4.66  0.37
H40 -6.21 2.97 -2.47  0.35
I1 1.23 1.64 -2.94  0.24
C34 3.15 1.29 -2.16  -0.07
C35 4.02 2.34 -2.34  -0.72
C36 5.41 2.16 -2.19  -0.91
C37 5.89 0.90 -2.01  -0.75
C38 5.01 -0.20 -1.83  1.63
C39 5.55 -1.51 -1.78  -1.20
C40 4.71 -2.57 -1.66  -0.93
C41 3.34 -2.36 -1.37  0.06
C42 2.76 -1.10 -1.27  1.35
C43 3.60 -0.01 -1.74  0.29
H41 3.63 3.29 -2.66  0.40
H42 6.07 3.00 -2.32  0.38
H43 6.96 0.71 -2.01  0.37
H44 6.62 -1.64 -1.88  0.33
H45 5.10 -3.58 -1.70  0.41
H46 2.74 -3.24 -1.16  0.61
F1 4.81 0.13 5.02  -0.41
C44 4.04 -0.16 3.93  0.11
C45 2.89 -0.90 4.09  -0.87
C46 2.12 -1.19 2.96  -0.51
C47 2.46 -0.76 1.67  1.49
C48 3.63 0.00 1.59  0.03
C49 4.43 0.30 2.69  -0.89
H47 2.60 -1.24 5.08  0.42
H48 1.23 -1.79 3.11  0.38
H49 3.95 0.40 0.63  0.25
H50 5.33 0.89 2.59  0.46

Summary:
- total charge = -1
- spin multiplicity = 4
- ΔE to the lowest compared entry with this formula, charge and spin (kcal per mole) = 14.6
- <S²> = 3.78


The following is a DFT calculation (ωB97M-V/def2-TZVPD) of a molecular structure, C49H50CsN5Sb2 in a non-equilibrium geometry.

Each line ends with the Mulliken charge.
Element x y z (Å)
Cs1 1.56 1.62 -0.23  1.30
C1 6.07 0.98 2.72  -0.90
C2 4.77 0.84 2.21  -0.37
N1 4.07 1.84 1.65  0.14
C3 4.64 3.06 1.59  -0.62
C4 6.00 3.28 2.03  1.27
C5 6.69 2.22 2.62  -0.66
C6 6.58 4.58 1.93  -0.93
C7 5.84 5.63 1.39  -0.75
C8 4.51 5.45 1.00  -0.26
C9 3.86 4.19 1.10  -0.23
N2 2.59 3.95 0.70  -0.01
C10 1.64 4.91 0.84  -0.08
C11 1.61 5.86 1.90  -0.32
C12 0.56 6.77 2.04  -0.76
C13 -0.51 6.79 1.13  -1.02
C14 -0.54 5.87 0.05  1.47
C15 -1.57 5.88 -0.91  -0.72
C16 -1.57 4.93 -1.92  -0.55
C17 -0.56 3.97 -1.95  -0.55
N3 0.46 3.96 -1.06  -0.70
C18 0.51 4.90 -0.08  0.05
H1 6.53 0.12 3.22  0.39
H2 4.27 -0.13 2.24  0.59
H3 7.72 2.39 2.96  0.39
H4 7.60 4.74 2.29  0.30
H5 6.30 6.62 1.30  0.35
H6 3.89 6.27 0.60  0.50
H7 2.46 5.85 2.58  0.53
H8 0.55 7.45 2.90  0.33
H9 -1.33 7.50 1.24  0.32
H10 -2.34 6.65 -0.85  0.39
H11 -2.37 4.90 -2.67  0.42
H12 -0.54 3.19 -2.73  0.64
N4 0.44 0.45 3.35  -0.39
C19 0.57 -0.75 4.18  -0.72
C20 1.81 -1.57 3.79  -0.81
C21 1.68 -2.07 2.34  1.12
C22 2.93 -2.77 1.81  -1.34
N5 3.11 -2.48 0.39  -0.26
H13 1.23 1.08 3.53  0.19
H14 -0.41 0.97 3.56  0.24
H15 -0.36 -1.36 4.05  0.24
H16 0.61 -0.53 5.27  0.41
H17 1.88 -2.44 4.48  0.30
H18 2.74 -0.98 3.98  0.29
H19 1.36 -1.22 1.74  -0.07
H20 0.84 -2.81 2.33  -0.15
H21 2.85 -3.86 1.97  0.34
H22 3.83 -2.49 2.40  0.45
H23 3.77 -3.10 -0.09  0.25
H24 3.36 -1.51 0.20  0.12
C23 -0.92 -3.90 -2.52  -1.63
C24 -2.12 -3.12 -3.00  0.74
C25 -1.76 -1.79 -3.66  -1.46
Sb1 -1.72 -0.06 -2.32  0.16
C26 -2.52 1.09 -3.97  0.33
C27 -3.89 1.33 -4.10  -0.34
C28 -4.40 1.81 -5.31  -0.54
C29 -3.54 2.11 -6.38  -0.50
C30 -2.17 1.93 -6.22  -0.50
C31 -1.65 1.42 -5.01  -0.50
C32 -3.67 -0.42 -1.45  0.67
C33 -3.94 0.20 -0.24  -1.02
C34 -5.15 -0.08 0.43  -0.43
C35 -6.10 -0.92 -0.15  -0.59
C36 -5.84 -1.48 -1.41  -0.67
C37 -4.63 -1.22 -2.07  -0.18
Sb2 0.19 -2.87 -0.91  1.02
C38 -1.52 -2.82 0.41  0.40
C39 -1.72 -1.69 1.21  -0.60
C40 -2.79 -1.64 2.12  -0.47
C41 -3.66 -2.73 2.22  -0.74
C42 -3.47 -3.86 1.41  -0.80
C43 -2.39 -3.92 0.51  -0.56
C44 0.84 -4.82 -0.26  0.98
C45 0.50 -5.34 0.99  -0.32
C46 0.92 -6.64 1.35  -0.58
C47 1.66 -7.42 0.46  -0.57
C48 2.04 -6.87 -0.77  -0.48
C49 1.65 -5.56 -1.12  -0.96
H25 -0.16 -4.06 -3.32  0.46
H26 -1.17 -4.90 -2.09  0.57
H27 -2.84 -3.00 -2.17  -0.09
H28 -2.69 -3.76 -3.73  0.28
H29 -2.45 -1.46 -4.46  0.60
H30 -0.73 -1.84 -4.09  0.45
H31 -4.57 1.15 -3.27  0.45
H32 -5.48 1.98 -5.37  0.37
H33 -3.95 2.50 -7.32  0.35
H34 -1.44 2.14 -7.01  0.36
H35 -0.57 1.27 -4.90  0.37
H36 -3.19 0.82 0.26  0.49
H37 -5.33 0.38 1.41  0.38
H38 -7.02 -1.17 0.40  0.37
H39 -6.58 -2.12 -1.91  0.36
H40 -4.47 -1.62 -3.08  0.39
H41 -1.02 -0.86 1.14  0.49
H42 -2.94 -0.73 2.71  0.57
H43 -4.49 -2.69 2.94  0.36
H44 -4.14 -4.72 1.47  0.41
H45 -2.22 -4.82 -0.10  0.35
H46 -0.11 -4.78 1.70  0.20
H47 0.59 -7.02 2.33  0.37
H48 1.97 -8.44 0.73  0.36
H49 2.63 -7.45 -1.49  0.40
H50 1.94 -5.15 -2.10  0.33

Summary:
- total charge = 0
- ΔE to the lowest compared entry with this formula, charge and spin (kcal per mole) = 0.0


The following is a DFT calculation (ωB97M-V/def2-TZVPD) of a molecular structure, C49H51As2N2O3OsS.

Each line ends with the Mulliken charge.
Element x y z (Å)
Os1 -0.36 -0.03 -0.36  3.68
C1 -0.88 3.66 -0.93  -1.24
O1 -0.04 2.48 -1.02  0.17
C2 1.25 2.66 -1.40  0.57
C3 1.71 3.77 -2.08  -0.68
C4 3.06 3.86 -2.39  -0.79
C5 3.97 2.86 -2.01  -1.00
C6 3.53 1.77 -1.31  -0.44
C7 2.16 1.64 -1.00  0.55
N1 1.65 0.61 -0.24  0.09
N2 2.54 -0.07 0.44  -0.38
C8 2.21 -0.77 1.51  -0.32
C9 0.92 -0.65 2.23  1.03
O2 -0.14 -0.23 1.67  -0.54
C10 0.87 -0.98 3.61  -0.83
C11 1.93 -1.59 4.20  -0.67
C12 3.14 -1.92 3.49  0.88
C13 4.17 -2.60 4.13  -0.96
C14 5.34 -2.90 3.44  -0.69
C15 5.48 -2.52 2.11  -0.87
C16 4.46 -1.83 1.47  -0.72
C17 3.29 -1.52 2.15  0.79
H1 -0.36 4.43 -0.37  0.48
H2 -1.77 3.35 -0.40  0.23
H3 -1.13 4.01 -1.93  0.40
H4 1.03 4.56 -2.37  0.52
H5 3.41 4.73 -2.93  0.49
H6 5.01 2.96 -2.27  0.48
H7 4.21 1.00 -1.00  0.58
H8 -0.05 -0.78 4.14  0.61
H9 1.87 -1.87 5.24  0.47
H10 4.07 -2.88 5.17  0.51
H11 6.14 -3.43 3.94  0.45
H12 6.39 -2.75 1.58  0.48
H13 4.58 -1.53 0.43  0.46
C18 -2.93 -1.70 -2.14  0.12
C19 -2.33 -0.89 -3.28  -1.68
As1 -0.52 -0.29 -2.87  1.63
C20 -0.18 1.23 -4.00  0.69
C21 -1.13 2.25 -4.13  -0.96
C22 -0.86 3.33 -4.96  -0.83
C23 0.34 3.40 -5.65  -0.71
C24 1.28 2.39 -5.51  -0.88
C25 1.03 1.31 -4.69  -0.67
C26 0.72 -1.61 -3.54  0.84
C27 0.42 -2.30 -4.71  -0.79
C28 1.35 -3.19 -5.23  -0.89
C29 2.57 -3.38 -4.60  -0.81
C30 2.87 -2.68 -3.44  -0.74
C31 1.94 -1.79 -2.90  -0.43
As2 -2.79 -0.72 -0.46  1.09
C32 -3.12 -1.96 0.96  0.19
C33 -3.50 -3.27 0.70  -0.34
C34 -3.69 -4.15 1.76  -0.69
C35 -3.52 -3.72 3.07  -0.67
C36 -3.16 -2.40 3.32  -0.80
C37 -2.96 -1.52 2.27  -0.56
C38 -4.21 0.55 -0.47  0.30
C39 -4.09 1.71 -1.24  0.45
C40 -5.15 2.60 -1.32  -0.99
C41 -6.32 2.34 -0.62  -0.75
C42 -6.44 1.19 0.15  -0.81
C43 -5.38 0.29 0.23  -0.87
H14 -2.39 -2.64 -2.01  -0.56
H15 -3.98 -1.92 -2.33  0.98
H16 -2.30 -1.48 -4.20  0.77
H17 -2.92 0.00 -3.50  0.47
H18 -2.08 2.20 -3.62  0.41
H19 -1.61 4.10 -5.08  0.51
H20 0.53 4.24 -6.31  0.45
H21 2.21 2.44 -6.07  0.48
H22 1.76 0.51 -4.60  0.47
H23 -0.51 -2.15 -5.24  0.47
H24 1.12 -3.73 -6.14  0.49
H25 3.30 -4.07 -5.01  0.43
H26 3.83 -2.81 -2.95  0.51
H27 2.18 -1.25 -2.00  0.29
H28 -3.67 -3.62 -0.31  0.42
H29 -4.01 -5.17 1.56  0.49
H30 -3.70 -4.40 3.89  0.48
H31 -3.06 -2.06 4.35  0.48
H32 -2.69 -0.49 2.48  0.58
H33 -3.17 1.91 -1.79  0.07
H34 -5.07 3.49 -1.92  0.49
H35 -7.15 3.03 -0.67  0.42
H36 -7.35 0.99 0.69  0.45
H37 -5.48 -0.61 0.83  0.48
C44 0.25 -5.71 3.28  -1.45
C45 0.32 -5.45 1.78  -0.13
C46 0.55 -3.97 1.53  0.55
S1 0.99 -3.38 -0.14  0.83
O3 -0.06 -2.28 -0.41  -1.58
C47 0.57 -4.70 -1.28  -0.65
C48 -0.89 -5.13 -1.34  0.59
C49 -1.36 -5.34 -2.77  -1.60
H38 0.03 -6.75 3.48  0.44
H39 -0.53 -5.11 3.74  0.27
H40 1.20 -5.47 3.76  0.39
H41 -0.61 -5.76 1.31  0.11
H42 1.12 -6.05 1.34  0.33
H43 1.38 -3.62 2.15  0.06
H44 -0.34 -3.38 1.77  -0.54
H45 1.27 -5.51 -1.06  0.76
H46 0.89 -4.27 -2.24  0.01
H47 -1.51 -4.38 -0.84  -0.71
H48 -1.02 -6.06 -0.77  0.45
H49 -1.30 -4.41 -3.34  0.25
H50 -2.38 -5.70 -2.80  0.43
H51 -0.74 -6.08 -3.29  0.43

Summary:
- total charge = +3
- spin multiplicity = 5
- ΔE to the lowest compared entry with this formula, charge and spin (kcal per mole) = 0.3
- <S²> = 6.09


Which value of ΔE to the lowest compared entry with this formula, charge and spin does entry 2 give?
14.6 kcal per mole


Which value of ΔE to the lowest compared entry with this formula, charge and spin does entry 1 give?
11.5 kcal per mole


ΔE to the lowest compared entry with this formula, charge and spin of number 4 (C49H51As2N2O3OsS)?
0.3 kcal per mole